(1)
# C20H14N4O6S2

A single C20H14N4O6S2 molecule at a distorted geometry (ωB97M-V with the def2-TZVPD basis set, OMol25).

```
46
Properties=species:S:1:pos:R:3
O -3.87 -4.48 0.48
S -2.50 -4.89 0.85
O -2.08 -6.07 0.07
O -2.60 -5.44 2.39
C -1.36 -3.49 0.96
C -1.90 -2.16 1.02
C -1.02 -1.11 1.26
C 0.36 -1.37 1.39
C 1.30 -0.23 1.52
N 2.28 -0.38 2.42
N 3.07 0.65 2.73
C 2.90 1.86 2.16
C 3.76 2.99 2.56
C 4.93 2.75 3.29
C 5.72 3.85 3.74
C 5.24 5.14 3.49
C 4.04 5.27 2.77
N 3.36 4.24 2.28
N 1.95 2.03 1.21
C 1.20 1.01 0.82
C 0.33 1.24 -0.36
C -0.25 2.51 -0.53
C -1.09 2.79 -1.59
C -1.40 1.79 -2.52
S -2.41 2.29 -3.96
O -3.64 2.95 -3.49
O -2.63 1.22 -4.91
O -1.49 3.45 -4.59
C -0.82 0.52 -2.37
C 0.03 0.24 -1.33
C 0.84 -2.69 1.33
C -0.02 -3.76 1.12
H -2.92 -6.32 2.12
H -2.96 -1.99 0.98
H -1.35 -0.09 1.40
H 5.27 1.75 3.48
H 6.63 3.66 4.26
H 5.74 6.06 3.85
H 3.60 6.25 2.61
H -0.03 3.33 0.16
H -1.51 3.78 -1.70
H -2.12 3.86 -5.19
H -1.06 -0.28 -3.12
H 0.49 -0.77 -1.27
H 1.92 -2.91 1.45
H 0.41 -4.76 1.10
```

Output
2S+1	1
lowest unoccupied orbital energy	-1.2	eV
orbital gap	8.29	eV
HOMO	-9.52	eV
electronic energy	-2237.314762	Eh

Partial atomic charges computed with the natural (NBO) method, in multiples of e:
1 O -0.913
2 S 2.262
3 O -0.920
4 O -0.850
5 C -0.336
6 C -0.155
7 C -0.198
8 C -0.060
9 C 0.175
10 N -0.176
11 N -0.230
12 C 0.354
13 C 0.109
14 C -0.193
15 C -0.175
16 C -0.237
17 C 0.037
18 N -0.382
19 N -0.385
20 C 0.170
21 C 0.025
22 C -0.193
23 C -0.174
24 C -0.304
25 S 2.299
26 O -0.925
27 O -0.903
28 O -0.853
29 C -0.179
30 C -0.219
31 C -0.193
32 C -0.125
33 H 0.502
34 H 0.258
35 H 0.232
36 H 0.239
37 H 0.224
38 H 0.227
39 H 0.198
40 H 0.246
41 H 0.243
42 H 0.505
43 H 0.253
44 H 0.235
45 H 0.241
46 H 0.244


(2)
# C3H3BrCl2O

A single C3H3BrCl2O molecule at a distorted geometry (ωB97M-V with the def2-TZVPD basis set, OMol25).

```
10
Properties=species:S:1:pos:R:3
C 0.84 -0.91 -1.16
O 0.96 0.20 -0.36
C -0.33 0.79 0.25
Cl -0.99 1.93 -0.81
C -0.81 0.52 1.43
Cl -2.19 1.44 1.96
Br 0.01 -0.44 2.80
H 0.06 -1.49 -0.65
H 1.90 -1.23 -1.25
H 0.54 -0.81 -2.21
```

Output
2S+1	1
lowest unoccupied orbital energy	0.5	eV
energy above the lowest of the compared OMol25 structures with the same formula, charge and spin	2.0612	eV
orbital gap	10.14	eV
HOMO	-9.61	eV
electronic energy	-3685.666818	Eh

Partial atomic charges computed with the natural (NBO) method, in multiples of e:
1 C -0.247
2 O -0.516
3 C 0.174
4 Cl 0.069
5 C -0.236
6 Cl 0.053
7 Br 0.155
8 H 0.178
9 H 0.204
10 H 0.167


(3)
# C3H9NSi

2 unconnected molecules or ions with the total composition C3H9NSi at a distorted geometry (ωB97M-V with the def2-TZVPD basis set, OMol25).

```
14
Properties=species:S:1:pos:R:3
C 1.07 -1.74 -0.25
C -0.52 1.13 -1.36
C -0.16 0.67 1.85
N -0.26 -1.70 0.15
Si 0.02 -0.01 0.03
H 1.73 -2.14 0.51
H 1.37 -1.88 -1.30
H -0.95 1.98 -0.93
H 0.41 1.53 -1.94
H -1.24 0.63 -1.97
H -1.18 0.68 1.97
H 0.40 0.02 2.58
H 0.16 1.67 1.85
H -1.27 -2.90 -0.70
```

Output
2S+1	1
lowest unoccupied orbital energy (alpha / beta)	-0.1 / 0.0	eV
energy above the lowest of the compared OMol25 structures with the same formula, charge and spin	4.3216	eV
orbital gap (alpha / beta)	7.83 / 7.88	eV
HOMO (alpha / beta)	-7.92 / -7.88	eV
electronic energy	-463.774294	Eh

Partial atomic charges computed with the natural (NBO) method, in multiples of e:
1 C -0.453
2 C -1.115
3 C -1.042
4 N -0.947
5 Si 1.591
6 H 0.181
7 H 0.189
8 H 0.240
9 H 0.259
10 H 0.256
11 H 0.227
12 H 0.254
13 H 0.221
14 H 0.140


(4)
# C2H7N3O

2 unconnected molecules or ions with the total composition C2H7N3O at a distorted geometry (ωB97M-V with the def2-TZVPD basis set, OMol25).

```
13
Properties=species:S:1:pos:R:3
C -1.26 0.60 1.16
C -0.20 -0.32 1.63
N 1.44 0.50 -1.68
N -0.03 -1.27 -0.92
N 0.87 -0.98 -1.60
O 0.09 0.91 0.89
H -2.09 0.26 0.36
H -1.74 1.17 1.88
H 0.29 -0.37 2.52
H 2.31 0.78 -2.22
H 0.92 1.14 -1.16
H 0.05 -1.27 0.97
H 1.59 -1.58 -2.14
```

Output
2S+1	1
lowest unoccupied orbital energy	1.3	eV
energy above the lowest of the compared OMol25 structures with the same formula, charge and spin	6.9445	eV
orbital gap	9.98	eV
HOMO	-8.72	eV
electronic energy	-319.694575	Eh

Partial atomic charges computed with the natural (NBO) method, in multiples of e:
1 C -0.098
2 C -0.121
3 N -0.829
4 N -0.215
5 N -0.052
6 O -0.521
7 H 0.187
8 H 0.171
9 H 0.180
10 H 0.374
11 H 0.391
12 H 0.202
13 H 0.330


(5)
# C21H12Cl4GeIN4O3STi

A molecular structure, C21H12Cl4GeIN4O3STi at a distorted geometry (ωB97M-V with the def2-TZVPD basis set, OMol25).

```
48
Properties=species:S:1:pos:R:3
Ti -0.25 0.78 -0.11
O -4.16 0.87 1.21
C -2.96 0.82 1.01
N -2.28 0.74 -0.19
C -2.89 0.69 -1.43
O -4.07 0.56 -1.69
C -1.85 0.82 -2.51
C -2.23 1.02 -3.83
C -1.26 1.20 -4.79
C 0.08 1.18 -4.39
C 0.39 1.00 -3.06
N -0.56 0.81 -2.11
C -1.99 0.87 2.18
C -2.43 1.08 3.46
C -1.51 1.11 4.50
C -0.17 0.90 4.20
C 0.21 0.69 2.89
N -0.68 0.70 1.89
H -3.29 1.03 -4.05
H -1.52 1.37 -5.83
H 0.88 1.33 -5.10
H 1.42 1.02 -2.70
H -3.49 1.24 3.62
H -1.83 1.31 5.51
H 0.59 0.94 4.96
H 1.25 0.57 2.62
Cl 3.44 -5.06 -0.21
C 2.89 -3.39 -0.22
C 3.82 -2.39 -0.36
C 3.43 -1.05 -0.37
I 4.80 0.46 -0.77
C 2.09 -0.72 -0.23
O 1.60 0.50 -0.20
C 1.14 -1.77 -0.14
N -0.17 -1.33 -0.11
C -1.13 -2.27 -0.07
C -0.83 -3.64 -0.05
C 0.46 -4.09 -0.08
C 1.51 -3.13 -0.14
H 4.87 -2.65 -0.45
H -2.16 -1.92 -0.04
H -1.65 -4.34 -0.01
H 0.70 -5.14 -0.07
S -0.02 3.16 -0.10
Cl 1.11 4.25 3.07
Ge 1.92 3.18 1.21
Cl 3.22 4.88 0.42
Cl 3.56 1.85 2.65
```

Output
2S+1	2
lowest unoccupied orbital energy (alpha / beta)	4.0 / 4.0	eV
energy above the lowest of the compared OMol25 structures with the same formula, charge and spin	1.5288	eV
orbital gap (alpha / beta)	4.01 / 4.03	eV
HOMO (alpha / beta)	0.00 / -0.02	eV
net charge	-2
electronic energy	-6715.614012	Eh

Partial atomic charges computed with the natural (NBO) method, in multiples of e:
1 Ti 1.289
2 O -0.596
3 C 0.664
4 N -0.762
5 C 0.648
6 O -0.611
7 C 0.059
8 C -0.191
9 C -0.240
10 C -0.246
11 C 0.032
12 N -0.472
13 C 0.112
14 C -0.205
15 C -0.183
16 C -0.222
17 C 0.052
18 N -0.467
19 H 0.232
20 H 0.199
21 H 0.209
22 H 0.227
23 H 0.235
24 H 0.203
25 H 0.228
26 H 0.255
27 Cl -0.069
28 C -0.096
29 C -0.239
30 C -0.221
31 I 0.157
32 C 0.289
33 O -0.712
34 C 0.081
35 N -0.477
36 C -0.074
37 C -0.229
38 C -0.287
39 C -0.008
40 H 0.224
41 H 0.207
42 H 0.203
43 H 0.209
44 S -0.687
45 Cl -0.563
46 Ge 1.032
47 Cl -0.540
48 Cl -0.648


(6)
# C29H40N4O3

A single C29H40N4O3 molecule (ωB97M-V with the def2-TZVPD basis set, OMol25).

```
76
Properties=species:S:1:pos:R:3
C -9.14 -3.20 -1.04
C -8.45 -3.44 0.31
C -7.22 -2.58 0.43
C -7.31 -1.30 0.95
C -6.19 -0.49 1.03
C -4.96 -0.96 0.59
N -3.86 -0.09 0.69
C -2.63 -0.20 0.16
O -2.18 -1.19 -0.40
C -1.79 1.07 0.29
C -2.22 2.09 -0.80
C -3.65 2.51 -0.63
C -4.65 1.97 -1.43
C -5.98 2.31 -1.23
C -6.32 3.21 -0.22
C -5.33 3.76 0.57
C -4.00 3.41 0.37
N -0.41 0.71 0.12
C 0.60 1.49 0.56
O 0.41 2.54 1.14
C 1.99 0.96 0.21
C 3.04 1.50 1.19
C 4.38 1.74 0.48
N 4.60 0.73 -0.52
C 5.38 -0.36 -0.41
O 5.36 -1.24 -1.26
C 6.29 -0.45 0.82
N 5.43 -0.63 1.99
C 7.32 -1.57 0.64
C 8.41 -1.24 -0.39
C 9.17 -2.51 -0.76
C 9.39 -0.19 0.13
C 3.67 0.80 -1.64
C 2.33 1.40 -1.21
C -4.86 -2.24 0.07
C -5.99 -3.04 0.00
H -10.02 -3.82 -1.13
H -8.46 -3.43 -1.86
H -9.43 -2.15 -1.12
H -8.17 -4.50 0.38
H -9.15 -3.22 1.12
H -8.26 -0.92 1.29
H -6.27 0.51 1.43
H -4.09 0.81 1.11
H -1.92 1.53 1.28
H -2.07 1.63 -1.78
H -1.56 2.95 -0.70
H -4.40 1.27 -2.21
H -6.75 1.88 -1.85
H -7.35 3.47 -0.06
H -5.59 4.46 1.35
H -3.23 3.84 0.99
H -0.26 -0.17 -0.35
H 1.97 -0.14 0.24
H 2.67 2.44 1.61
H 3.19 0.79 2.00
H 5.18 1.74 1.22
H 4.37 2.71 -0.03
H 6.81 0.51 0.95
H 4.91 -1.50 1.89
H 5.99 -0.71 2.83
H 6.79 -2.46 0.31
H 7.79 -1.77 1.61
H 7.92 -0.86 -1.29
H 9.64 -2.95 0.13
H 8.49 -3.25 -1.19
H 9.95 -2.30 -1.49
H 8.89 0.75 0.35
H 10.16 0.01 -0.61
H 9.88 -0.54 1.04
H 3.54 -0.22 -2.01
H 4.11 1.40 -2.44
H 2.37 2.49 -1.24
H 1.56 1.08 -1.91
H -3.91 -2.61 -0.27
H -5.90 -4.04 -0.41
```

Output
2S+1	1
lowest unoccupied orbital energy	0.8	eV
orbital gap	9.17	eV
HOMO	-8.42	eV
electronic energy	-1573.897610	Eh

Partial atomic charges computed with the natural (NBO) method, in multiples of e:
1 C -0.592
2 C -0.415
3 C -0.021
4 C -0.197
5 C -0.257
6 C 0.213
7 N -0.616
8 C 0.686
9 O -0.627
10 C -0.130
11 C -0.428
12 C -0.041
13 C -0.209
14 C -0.200
15 C -0.225
16 C -0.226
17 C -0.185
18 N -0.622
19 C 0.705
20 O -0.644
21 C -0.313
22 C -0.408
23 C -0.213
24 N -0.435
25 C 0.684
26 O -0.645
27 C -0.137
28 N -0.836
29 C -0.405
30 C -0.221
31 C -0.597
32 C -0.605
33 C -0.221
34 C -0.404
35 C -0.248
36 C -0.203
37 H 0.207
38 H 0.206
39 H 0.203
40 H 0.207
41 H 0.206
42 H 0.209
43 H 0.212
44 H 0.413
45 H 0.228
46 H 0.218
47 H 0.241
48 H 0.216
49 H 0.219
50 H 0.216
51 H 0.216
52 H 0.212
53 H 0.426
54 H 0.212
55 H 0.237
56 H 0.227
57 H 0.227
58 H 0.191
59 H 0.197
60 H 0.360
61 H 0.362
62 H 0.226
63 H 0.193
64 H 0.210
65 H 0.196
66 H 0.213
67 H 0.205
68 H 0.199
69 H 0.210
70 H 0.198
71 H 0.237
72 H 0.195
73 H 0.208
74 H 0.221
75 H 0.250
76 H 0.211


(7)
# C6H12N2O

A single C6H12N2O molecule at a distorted geometry (ωB97M-V with the def2-TZVPD basis set, OMol25).

```
21
Properties=species:S:1:pos:R:3
C 2.41 0.90 -0.02
O 1.22 0.19 -0.34
N 1.74 -1.09 -0.05
C 0.73 -1.98 -0.07
N -0.50 -1.68 0.22
C -1.23 -1.04 -0.99
C -1.63 -0.01 0.12
C -1.35 1.56 -0.21
C -0.59 -0.51 1.15
H 1.92 1.99 0.34
H 3.10 0.74 0.74
H 3.11 0.91 -1.09
H 0.89 -3.17 -0.16
H -2.13 -1.52 -1.62
H -0.42 -0.39 -1.61
H -2.81 -0.01 0.62
H -1.77 1.98 -1.21
H -0.23 1.81 0.28
H -2.17 1.97 0.66
H -0.82 -0.69 2.15
H 0.53 0.03 1.09
```

Output
2S+1	1
lowest unoccupied orbital energy	0.9	eV
energy above the lowest of the compared OMol25 structures with the same formula, charge and spin	10.1164	eV
orbital gap	9.69	eV
HOMO	-8.79	eV
electronic energy	-420.212126	Eh

Partial atomic charges computed with the natural (NBO) method, in multiples of e:
1 C -0.261
2 O -0.431
3 N -0.225
4 C 0.273
5 N -0.477
6 C -0.275
7 C -0.211
8 C -0.654
9 C -0.267
10 H 0.174
11 H 0.204
12 H 0.194
13 H 0.193
14 H 0.233
15 H 0.220
16 H 0.217
17 H 0.232
18 H 0.231
19 H 0.201
20 H 0.195
21 H 0.235


(8)
# C3H3O4

2 unconnected molecules or ions with the total composition C3H3O4 at a distorted geometry (ωB97M-V with the def2-TZVPD basis set, OMol25).

```
10
Properties=species:S:1:pos:R:3
C -1.10 0.96 -0.14
C -0.21 -0.03 0.02
C 2.47 -0.01 0.04
O 2.64 1.14 -0.04
O 2.57 -1.20 0.12
O -2.55 0.73 -0.14
O -0.68 -1.34 0.03
H -0.77 1.95 0.12
H -2.44 -0.25 0.03
H 0.09 -1.94 -0.03
```

Output
2S+1	1
lowest unoccupied orbital energy	3.8	eV
energy above the lowest of the compared OMol25 structures with the same formula, charge and spin	2.1400	eV
orbital gap	6.45	eV
HOMO	-2.66	eV
net charge	-1
electronic energy	-417.050154	Eh

Partial atomic charges computed with the natural (NBO) method, in multiples of e:
1 C -0.175
2 C -0.212
3 C 1.042
4 O -0.558
5 O -0.620
6 O -0.781
7 O -0.806
8 H 0.160
9 H 0.469
10 H 0.482